Record 1
The following is a DFT calculation (ωB97M-V/def2-TZVPD) of an isolated molecule of C7H8ClNO3 at a distorted geometry.

Each line ends with the Löwdin charge.
Geometry (Å):
C 0.863 2.433 0.988  -0.09
O 0.586 1.192 0.362  -0.10
C 1.526 0.545 -0.243  -0.66
Cl 3.163 1.273 -0.453  0.67
C 1.417 -0.722 -0.686  -0.15
C 0.623 -1.851 -0.474  -0.12
C -0.668 -2.058 -0.054  -0.08
C -1.686 -0.993 0.163  -0.03
C -2.032 -0.132 -0.832  -0.02
N -3.096 0.745 -0.555  -0.43
O -3.330 1.618 -1.374  0.05
O -3.627 0.788 0.537  0.05
H -0.065 2.780 1.340  0.07
H 1.277 3.293 0.299  0.12
H 1.614 2.302 1.808  0.10
H 2.387 -1.011 -1.100  0.09
H 1.198 -2.754 -0.627  0.10
H -1.044 -3.105 0.134  0.12
H -2.185 -1.051 1.133  0.12
H -1.682 0.009 -1.906  0.17

Atoms 1-3, force components in eV/Å:
2.240 1.765 -0.473
-0.587 1.227 0.333
1.284 -1.420 -0.818

For the calculated total energy, the calculation gives -27537.82989 eV. As for the net charge: 0. The calculation puts the lowest unoccupied orbital energy at -0.61 eV. The gap between HOMO and LUMO comes out at 7.77 eV. The SMILES is CO\C(Cl)=C/C=C\C=C\[N+](=O)[O-]. The calculation puts the energy relative to the best compared isomer or geometry (same formula, charge and spin) at 9.9 kcal per mole. The calculation puts the molecular weight at 189.60 Da. The highest occupied orbital energy is -0.3080 hartree.

***

Record 2
The following is a DFT calculation (ωB97M-V/def2-TZVPD) of an isolated molecule of C9H9N at a distorted geometry.

Each line ends with the Löwdin charge.
Geometry (Å):
C -0.106 -1.303 2.357  -0.12
C 0.539 -1.958 1.320  -0.12
C -0.785 -0.136 2.270  -0.11
C 0.508 -1.376 0.111  -0.05
C -0.716 0.668 1.156  -0.27
C -0.098 -0.063 -0.011  -0.15
C -0.942 2.034 1.256  0.07
C -0.258 0.199 -2.579  -0.10
C 0.780 0.709 -3.423  -0.12
N -0.297 0.234 -1.326  0.11
H -0.287 -1.905 3.296  0.12
H 1.128 -2.883 1.445  0.12
H -1.480 0.060 3.133  0.14
H 0.944 -1.824 -0.795  0.12
H -1.389 2.272 2.216  0.05
H -0.655 2.905 0.612  0.07
H 0.985 -0.057 -4.352  0.14
H 1.735 0.857 -2.885  0.08
H 0.394 1.568 -3.802  0.03

Atoms 1-3, force components in eV/Å:
-1.759 -1.220 3.152
1.812 -0.990 -1.147
-1.194 -1.967 3.023

For the calculated total energy, the calculation gives -10964.22990 eV. As for the net charge: 0. The calculation puts the lowest unoccupied orbital energy (spin up / spin down) at -0.36 / -0.27 eV. The gap between HOMO and LUMO (spin up / spin down) comes out at 6.55 / 6.74 eV. The calculation puts the energy relative to the best compared isomer or geometry (same formula, charge and spin) at 97.1 kcal per mole. The calculation puts the molecular weight at 131.18 Da. The highest occupied orbital energy (spin up / spin down) is -0.2537 / -0.2576 hartree.

***

Record 3
The following is a DFT calculation (ωB97M-V/def2-TZVPD) of an isolated molecule of C4H9NO2 at a distorted geometry.

Each line ends with the Löwdin charge.
Geometry (Å):
C 1.029 2.349 -0.168  -0.13
N 1.020 1.067 0.455  -0.09
C -0.122 0.185 0.366  -0.31
C -0.778 0.205 -1.006  -0.21
O -0.698 -0.697 -1.798  0.07
C 0.261 -1.239 0.735  -0.23
O -0.929 -1.956 1.033  -0.06
H 2.047 2.688 -0.350  0.08
H 0.611 2.296 -1.186  0.08
H 0.459 3.134 0.355  0.08
H 1.650 0.847 1.203  0.11
H -0.916 0.467 1.085  0.15
H -1.377 1.081 -1.276  0.12
H 0.941 -1.309 1.592  0.12
H 0.763 -1.701 -0.111  0.12
H -0.949 -2.745 0.479  0.09

Atoms 1-3, force components in eV/Å:
-0.211 0.497 -0.561
0.018 -0.977 -0.646
0.013 0.135 0.956

For the calculated total energy, the calculation gives -9877.71735 eV. As for the net charge: 0. The calculation puts the lowest unoccupied orbital energy at 0.90 eV. The gap between HOMO and LUMO comes out at 9.59 eV. The SMILES is CN[C@@H](C=O)CO. The calculation puts the energy relative to the best compared isomer or geometry (same formula, charge and spin) at 54.0 kcal per mole. The calculation puts the molecular weight at 103.12 Da. The highest occupied orbital energy is -0.3193 hartree.

***

Record 4
The following is a DFT calculation (ωB97M-V/def2-TZVPD) of a structure of composition C37H58BMnN4P2S3Si at a distorted geometry.

Each line ends with the Mulliken spin population.
Geometry (Å):
Mn 0.663 0.651 0.563  4.53
C -2.352 1.657 -2.713  0.03
C -3.436 1.508 -1.631  0.02
C -4.710 0.951 -2.264  0.01
C -3.704 2.896 -1.035  -0.01
P -2.549 0.490 -0.311  -0.01
C -2.477 -1.184 -1.140  -0.01
N -1.103 -1.647 -1.286  0.04
B 0.092 -1.131 -0.641  -0.03
N 1.140 -2.011 -1.148  0.03
C 2.554 -1.820 -0.875  0.03
P 2.834 0.005 -0.620  0.02
C 4.511 0.027 0.255  0.00
C 4.191 -0.275 1.724  0.04
C 5.538 -0.998 -0.231  0.00
C 5.076 1.452 0.191  0.02
C 3.046 0.632 -2.398  0.01
C 2.976 2.167 -2.374  0.00
C 1.855 0.131 -3.235  -0.03
C 4.325 0.176 -3.097  -0.01
C 0.627 -2.904 -2.072  0.01
C 1.236 -3.860 -2.869  0.00
C 0.447 -4.592 -3.760  0.00
C -0.922 -4.375 -3.842  0.00
C -1.545 -3.415 -3.038  0.00
C -0.767 -2.674 -2.163  0.00
C -3.665 0.174 1.182  0.02
C -5.150 -0.043 0.898  0.01
C -3.472 1.386 2.109  0.01
C -3.089 -1.053 1.911  0.02
H -2.698 2.344 -3.495  0.00
H -2.109 0.700 -3.187  0.00
H -1.434 2.064 -2.278  0.01
H -4.974 1.559 -3.139  0.00
H -5.554 0.979 -1.577  0.00
H -4.588 -0.078 -2.611  0.00
H -3.942 3.608 -1.835  0.00
H -2.823 3.265 -0.501  0.00
H -4.550 2.880 -0.342  0.00
H -2.950 -1.149 -2.123  -0.01
H -3.047 -1.894 -0.539  0.00
H 3.173 -2.207 -1.689  0.00
H 2.846 -2.337 0.043  0.00
H 3.797 -1.285 1.862  0.00
H 3.453 0.421 2.123  -0.01
H 5.102 -0.180 2.326  0.00
H 5.142 -2.015 -0.173  0.00
H 6.423 -0.952 0.415  0.00
H 5.866 -0.816 -1.252  0.00
H 4.302 2.187 0.435  -0.01
H 5.480 1.692 -0.793  0.00
H 5.886 1.558 0.921  0.00
H 2.137 2.517 -1.773  0.00
H 2.846 2.538 -3.397  0.00
H 3.883 2.617 -1.967  0.00
H 0.901 0.356 -2.756  0.02
H 1.901 -0.944 -3.421  0.00
H 1.879 0.639 -4.205  0.00
H 5.221 0.619 -2.663  0.00
H 4.277 0.489 -4.146  0.00
H 4.429 -0.913 -3.084  0.00
H 2.304 -4.041 -2.808  0.00
H 0.908 -5.344 -4.389  0.00
H -1.519 -4.959 -4.533  0.00
H -2.615 -3.258 -3.102  0.00
H -5.628 0.872 0.543  0.00
H -5.661 -0.345 1.821  0.00
H -5.305 -0.829 0.154  0.00
H -3.806 2.318 1.647  0.00
H -2.420 1.506 2.366  0.01
H -4.039 1.238 3.036  0.00
H -3.414 -1.993 1.463  0.00
H -3.432 -1.047 2.952  0.00
H -1.995 -1.033 1.925  0.00
C -0.455 6.618 0.511  0.00
Si 1.168 5.691 0.370  0.00
C 2.240 6.086 1.857  0.00
C 2.087 6.284 -1.158  0.00
C 0.861 3.912 0.277  -0.01
C 0.644 2.705 0.244  0.12
H -0.304 7.697 0.615  0.00
H -1.012 6.263 1.384  0.00
H -1.075 6.442 -0.373  0.00
H 2.378 7.165 1.986  0.00
H 3.227 5.627 1.737  0.00
H 1.795 5.683 2.772  0.00
H 2.249 7.367 -1.130  0.00
H 1.535 6.042 -2.071  0.00
H 3.064 5.795 -1.218  0.00
S -1.730 -1.252 7.852  0.00
C -1.226 -0.567 6.423  0.00
S -0.091 -1.378 5.388  0.01
C -0.224 -0.103 4.178  0.03
N -1.036 0.828 4.544  0.02
N -1.585 0.587 5.800  0.00
C -2.455 1.625 6.265  0.00
C -2.960 2.524 5.320  0.00
C -3.806 3.547 5.713  0.00
C -4.163 3.701 7.045  0.00
C -3.647 2.821 7.981  0.00
C -2.796 1.789 7.604  0.00
S 0.631 -0.238 2.713  0.04
H -2.675 2.413 4.286  0.00
H -4.185 4.232 4.964  0.00
H -4.830 4.499 7.346  0.00
H -3.902 2.929 9.028  0.00
H -2.402 1.122 8.351  0.00

Atoms 1-3, force components in eV/Å:
-0.927 0.456 -0.733
0.054 0.026 0.006
0.110 0.011 0.123

For the calculated total energy, the calculation gives -136232.61016 eV. As for the expectation value of S²: 8.77. As for the net charge: -1. The calculation puts the lowest unoccupied orbital energy (spin up / spin down) at 2.41 / 2.40 eV. The gap between HOMO and LUMO (spin up / spin down) comes out at 5.96 / 7.16 eV. The calculation puts the molecular weight at 810.88 Da. Its multiplicity is 6. The highest occupied orbital energy (spin up / spin down) is -0.1306 / -0.1748 hartree.

***

Record 5
The following is a DFT calculation (ωB97M-V/def2-TZVPD) of an isolated molecule of C4H9NO2.

Each line ends with the Löwdin charge.
Geometry (Å):
C -2.181 0.103 -0.377  -0.17
C -0.749 0.442 0.019  -0.29
C -0.260 -0.260 1.253  -0.19
O 1.207 -0.258 1.087  0.00
C 1.487 -0.237 -0.205  -0.53
O 1.089 -1.129 -1.113  0.08
N 2.613 0.400 -0.508  0.24
H -2.946 0.432 0.348  0.06
H -2.445 0.569 -1.334  0.06
H -2.325 -0.982 -0.502  0.06
H 0.121 -0.842 -1.097  0.11
H -0.644 1.528 0.146  0.08
H -0.392 0.198 2.245  0.11
H -0.598 -1.303 1.309  0.12
H 2.974 0.341 -1.447  0.13
H 3.050 0.998 0.175  0.13

Atoms 1-3, force components in eV/Å:
-0.092 -0.072 -0.121
-0.083 0.204 0.249
-0.136 -0.089 -0.011

For the calculated total energy, the calculation gives -9876.12692 eV. As for the net charge: 0. The calculation puts the lowest unoccupied orbital energy at 0.77 eV. The gap between HOMO and LUMO comes out at 7.57 eV. The calculation puts the energy relative to the best compared isomer or geometry (same formula, charge and spin) at 90.7 kcal per mole. The calculation puts the molecular weight at 103.12 Da. The highest occupied orbital energy is -0.2500 hartree.